# 1
Here is a 14-piece molecular cluster, C53H92NO21S6 overall from the OMol25 dataset. Energies are from ωB97M-V/def2-TZVPD.

Computed properties:
Net charge = -3
Spin multiplicity = 1
Molecular weight = 1271.7 g/mol
Highest occupied orbital energy = 1.64 eV

The geometry in XYZ format:
```
173
C53H92NO21S6, DFT ωB97M-V/def2-TZVPD
C -0.3113 -2.1398 0.2578
C -0.7165 -0.9201 1.1026
C 0.4862 -0.5030 1.9709
C 1.6300 0.3879 1.2843
C 0.9862 1.5039 0.5154
C -0.2599 1.2006 -0.3632
N -1.2126 0.2083 0.2718
O -2.3805 -0.0658 -0.5690
C 0.3997 0.7210 -1.7423
C -0.9296 2.6305 -0.5952
C -1.8758 -1.4031 2.0217
H -1.0958 -2.4262 -0.4426
H 0.0469 -2.9912 0.8367
H 0.5520 -1.8704 -0.3507
H 0.9239 -1.3940 2.4209
H 0.1437 0.1243 2.7938
H 2.1596 -0.2829 0.6078
H 2.3229 0.7211 2.0570
H 1.7968 1.9828 -0.0339
H 0.7261 2.2415 1.2746
H 0.7146 1.5817 -2.3324
H -0.4616 0.4070 -2.3319
H 1.2190 0.0056 -1.6719
H -0.9511 3.1663 0.3537
H -1.9473 2.6324 -0.9854
H -0.3633 3.2398 -1.2996
H -1.5000 -2.0503 2.8142
H -2.6978 -1.9105 1.5168
H -2.3964 -0.5453 2.4473
C -6.3708 5.9385 -0.9426
C -6.4497 6.3826 -2.2499
C -5.9708 5.4789 -3.3940
O -6.1359 5.7939 -4.6469
C -5.4822 4.2397 -3.1613
C -5.4262 3.7024 -1.8760
C -5.8944 4.6016 -0.6664
O -5.7903 4.1317 0.4631
O -4.8347 2.6661 -1.5983
O -6.9655 7.5555 -2.3791
H -6.7705 6.6153 -0.2019
H -5.1421 3.5626 -3.9309
C -3.1178 7.5788 -3.3061
S -1.5050 6.6850 -3.2477
O -0.9788 6.9744 -1.8415
C -2.1722 4.9632 -3.1349
H -2.9698 8.6476 -3.1519
H -3.7414 7.1823 -2.5049
H -3.7113 7.4840 -4.2155
H -2.7309 4.7721 -2.2187
H -1.3973 4.2141 -3.2972
H -2.8054 4.7936 -4.0058
C -4.0868 -7.1753 0.7503
S -2.9740 -6.2759 1.9804
O -1.7672 -7.1642 2.2092
C -2.2745 -4.9666 0.8618
H -4.6676 -8.0167 1.1282
H -3.4667 -7.4070 -0.1157
H -4.8646 -6.4663 0.4666
H -3.1776 -4.5292 0.4363
H -1.6920 -5.3439 0.0213
H -1.6720 -4.2829 1.4599
C -0.9611 -2.3487 -3.3365
S -1.8413 -2.5524 -4.9517
O -2.5885 -1.2638 -5.2644
C -0.3843 -2.6858 -6.1078
H -0.1459 -3.0663 -3.2430
H -1.5290 -2.5458 -2.4273
H -0.4992 -1.3623 -3.2942
H -0.7499 -2.9687 -7.0949
H 0.2045 -3.5442 -5.7843
H 0.1200 -1.7201 -6.1415
C -2.4206 5.7710 1.8951
S -2.4330 4.7158 3.4050
O -3.2193 3.4405 3.1789
C -0.6424 4.3153 3.2875
H -1.6983 6.5814 1.9932
H -3.4220 6.1921 1.8062
H -2.1318 5.2581 0.9777
H -0.3893 3.7174 2.4120
H -0.3647 3.6085 4.0694
H 0.0224 5.1789 3.3061
C 2.8518 -2.7859 -4.0757
S 2.8936 -3.4628 -2.3961
O 1.3988 -3.6337 -1.9054
C 3.6019 -5.1801 -2.8108
H 2.1453 -1.9559 -4.0654
H 2.4942 -3.5645 -4.7495
H 3.8457 -2.4406 -4.3602
H 4.6639 -5.2114 -3.0542
H 2.9703 -5.7194 -3.5168
H 3.5009 -5.7172 -1.8677
C -7.5529 -2.6914 -1.3075
S -5.9084 -2.1761 -2.0706
O -6.0576 -0.6784 -2.2885
C -4.7006 -2.4816 -0.7512
H -7.3883 -3.5820 -0.7010
H -8.3656 -2.8560 -2.0151
H -7.9043 -1.9072 -0.6369
H -4.9735 -1.8101 0.0629
H -3.6592 -2.3910 -1.0599
H -4.7834 -3.5169 -0.4204
C 4.6328 0.8228 -6.0256
C 3.7186 0.6366 -5.0576
C 2.6039 1.5171 -5.0739
C 2.3939 2.3841 -6.1538
C 3.3129 2.4811 -7.2090
C 4.4435 1.7355 -7.1019
H 5.5764 0.3088 -5.9172
H 3.8211 -0.1801 -4.3584
H 1.8091 1.4391 -4.3468
H 1.5273 3.0252 -6.2197
H 3.1788 3.0928 -8.0889
H 5.1969 1.8515 -7.8670
O 2.2945 2.3189 4.8245
C 3.0383 3.1693 4.4009
O 2.8523 4.4610 4.6780
C 3.6778 5.2348 3.7782
C 4.0993 4.2556 2.6844
C 4.1257 2.9187 3.3870
H 4.5366 5.5915 4.3467
H 3.1571 6.0743 3.3175
H 5.0544 4.5793 2.2707
H 3.3699 4.2340 1.8747
H 5.0293 2.7502 3.9728
H 3.8839 2.1238 2.6814
O 7.4901 0.0470 0.0022
C 6.4899 0.6619 -0.3113
O 5.7284 0.3106 -1.3653
C 4.4549 0.9680 -1.3361
C 4.8449 2.2648 -0.6151
C 5.8615 1.7846 0.4424
H 3.7224 0.3463 -0.8213
H 4.1853 1.1883 -2.3690
H 3.9925 2.7930 -0.1879
H 5.3085 2.9831 -1.2914
H 5.3846 1.3467 1.3193
H 6.4625 2.5939 0.8571
O 0.2225 -0.6703 7.5993
C -0.7455 -0.2601 6.8863
O -1.9306 -0.0976 7.4477
C -2.7871 0.4699 6.4904
C -1.9369 0.9201 5.3254
C -0.7565 -0.0118 5.3741
H -3.3323 1.3160 6.9087
H -3.4106 -0.3870 6.2356
H -1.7561 1.9917 5.4098
H -2.5326 0.7386 4.4309
H 0.1569 0.4323 4.9785
H -0.9552 -0.9838 4.9226
O 1.8076 -6.2720 2.7609
C 0.9461 -5.9721 3.5157
O 0.2655 -4.8137 3.4337
C -0.4962 -4.5332 4.6461
C -0.7073 -5.9252 5.2789
C 0.5023 -6.6904 4.7773
H -1.4448 -3.9965 4.6540
H 0.1640 -3.8661 5.2004
H -1.5827 -6.4710 4.9271
H -0.8674 -5.8521 6.3545
H 0.2680 -7.7257 4.5298
H 1.3837 -6.7021 5.4185
O 6.0483 -5.8500 -0.1544
C 5.3754 -4.9439 0.2456
O 4.1999 -5.2749 0.7340
C 3.5448 -4.1569 1.2338
C 4.5612 -3.0055 1.1676
C 5.5984 -3.4443 0.1986
H 3.3466 -4.3526 2.2876
H 2.6444 -3.8726 0.6892
H 4.8588 -2.8617 2.2062
H 4.0026 -2.1336 0.8274
H 6.6299 -3.3405 0.5351
H 5.4530 -3.0621 -0.8117
```

Löwdin population analysis, charges in e, atoms 1 to 6: C -0.06; C -0.49; C -0.10; C -0.17; C -0.18; C -0.40

# 2
Here is a 17-piece molecular cluster, C54H111N11O21 overall from the OMol25 dataset. Energies are from ωB97M-V/def2-TZVPD.

Computed properties:
Net charge = 0
Spin multiplicity = 1
Molecular weight = 1250.5 g/mol
Highest occupied orbital energy = -8.14 eV

The geometry in XYZ format:
```
197
C54H111N11O21, DFT ωB97M-V/def2-TZVPD
O -2.0681 2.9195 -0.9196
C -1.1874 3.5445 -1.4934
N 0.0354 3.0506 -1.6248
C -1.4411 4.9826 -1.9181
H 0.7725 3.6657 -1.9383
H 0.1182 2.1980 -1.0896
H -1.7895 5.5241 -1.0385
H -1.9696 5.0540 -2.8687
H -0.4642 5.3601 -2.2199
O 0.6428 0.7970 0.7241
C 0.0855 -0.0731 0.1153
N -0.8171 0.1800 -0.8708
C 0.3486 -1.5744 0.3405
H -1.0775 1.1455 -1.0128
H -1.1427 -0.5279 -1.5133
H 1.3869 -1.7734 0.0751
H -0.3840 -2.2241 -0.1383
H 0.2126 -1.9103 1.3685
O 3.8930 2.2120 2.1686
C 3.1938 2.8553 2.9016
N 1.8693 2.7281 2.7446
C 3.7343 3.7957 3.9757
H 1.4411 2.0324 2.1507
H 1.2976 3.4098 3.2228
H 3.4256 4.8060 3.7074
H 4.8164 3.7443 3.8556
H 3.4770 3.5383 5.0031
O -0.7816 6.2226 -7.2752
C -1.0237 5.2761 -6.5658
N -1.8718 4.3683 -7.0194
C -0.3910 5.1346 -5.1526
H -2.1486 4.5161 -7.9794
H -2.3888 3.7523 -6.4084
H -0.9686 5.8465 -4.5631
H 0.6190 5.5299 -5.2612
H -0.5499 4.1670 -4.6766
O 4.1844 -2.4513 -0.2471
C 5.0172 -1.5670 -0.1749
N 6.1633 -1.6414 -0.8521
C 4.7823 -0.2206 0.5243
H 6.7461 -0.8177 -0.8079
H 6.4107 -2.4251 -1.4392
H 5.1097 0.6597 -0.0290
H 5.2658 -0.1756 1.5002
H 3.7485 -0.1241 0.8559
O -5.9504 -0.0121 1.6550
C -4.8832 0.0983 1.0897
N -4.4941 1.1619 0.4245
C -3.8644 -1.0045 1.2299
H -5.1499 1.8929 0.1886
H -3.5199 1.3408 0.2264
H -3.3806 -1.0952 0.2574
H -4.3615 -1.9513 1.4413
H -3.1492 -0.6765 1.9843
O 0.2746 5.0717 3.9041
C -0.9222 4.7109 3.8896
N -1.6353 4.5501 5.0382
C -1.6612 4.4691 2.5705
H -2.5178 4.0592 5.0203
H -1.1258 4.6717 5.9017
H -1.2381 5.1509 1.8327
H -2.7308 4.6234 2.7121
H -1.4624 3.5444 2.0287
O 6.7723 -6.8544 -1.5467
C 6.3563 -6.4338 -0.4581
N 7.1579 -6.3450 0.5545
C 5.0127 -5.7572 -0.3709
H 8.0317 -6.7883 0.3089
H 6.9679 -5.8106 1.3902
H 4.8003 -5.4672 0.6581
H 4.2547 -6.5033 -0.6091
H 4.8344 -4.9617 -1.0945
O -6.3038 2.9807 -0.9226
C -6.0729 4.0981 -0.5409
N -4.7754 4.5052 -0.5200
C -7.1530 5.0711 0.0779
H -4.4637 5.4113 -0.2009
H -4.0509 3.8695 -0.8221
H -6.7411 5.3988 1.0324
H -8.0977 4.5652 0.2770
H -7.3700 5.9201 -0.5704
C 0.6906 7.5465 -0.2263
C 1.5848 7.2263 -1.3973
N 1.9350 5.8017 -1.3741
C 2.7683 5.5711 -2.5499
C 2.9221 4.1667 -3.1521
C 2.5557 5.1912 -0.2016
C 3.7500 5.9720 0.3153
H -0.0277 6.7689 0.0334
H 0.1620 8.4566 -0.5098
H 1.2623 7.7010 0.6889
H 1.0070 7.3822 -2.3083
H 2.3647 7.9868 -1.4366
H 2.2511 6.1289 -3.3307
H 3.7271 6.0816 -2.4597
H 1.9564 3.7199 -3.3885
H 3.5374 4.1982 -4.0513
H 3.3578 3.5611 -2.3574
H 2.8139 4.1805 -0.5176
H 1.8639 5.1846 0.6406
H 3.5325 7.0384 0.3754
H 4.6146 5.9440 -0.3477
H 4.0784 5.5450 1.2629
C 3.0274 -2.4412 2.9246
C 1.7465 -2.8500 3.7599
N 1.7924 -2.2510 5.1218
C 1.5721 -0.8157 5.2737
C 0.1894 -0.3797 4.7326
C 2.9790 -2.5746 5.9223
C 3.0027 -4.0416 6.2805
H 2.8434 -2.6928 1.8801
H 3.9220 -2.9852 3.2276
H 3.1983 -1.3672 2.9971
H 1.0400 -2.1998 3.2439
H 1.5284 -3.9098 3.8924
H 1.4550 -0.5874 6.3331
H 2.3299 -0.1995 4.7897
H -0.7366 -0.8130 5.1104
H 0.1359 0.6849 4.9604
H 0.1335 -0.5077 3.6516
H 2.9295 -2.0524 6.8779
H 3.8989 -2.2562 5.4320
H 3.7370 -4.3234 7.0351
H 3.2596 -4.5540 5.3533
H 2.0274 -4.4325 6.5704
O -4.4738 -3.1874 5.0820
C -3.4121 -3.4546 5.6944
O -2.2063 -3.0015 5.1652
C -1.1042 -3.3958 6.0328
C -1.7494 -4.1085 7.2127
C -3.2364 -4.1443 7.0664
H -0.5838 -2.5591 6.4988
H -0.3420 -4.0267 5.5754
H -1.5824 -3.6730 8.1979
H -1.3618 -5.1228 7.3083
H -3.7149 -3.4747 7.7811
H -3.6024 -5.1702 7.0246
O -0.5912 -5.5944 1.9491
C -0.2525 -5.4906 0.7704
O -1.1153 -5.6711 -0.1717
C -0.5272 -5.3746 -1.4464
C 0.9758 -5.5673 -1.1796
C 1.2050 -5.1700 0.2928
H -0.7247 -4.3616 -1.7970
H -0.7070 -6.0324 -2.2968
H 1.6173 -4.8918 -1.7455
H 1.2779 -6.5911 -1.4002
H 1.4123 -4.1000 0.2787
H 1.9704 -5.7149 0.8454
O 1.4523 -2.5237 -2.7973
C 2.3762 -1.7655 -3.0233
O 2.1727 -0.4716 -2.9639
C 3.4018 0.2345 -3.0968
C 4.2780 -0.6321 -4.0204
C 3.7638 -2.0672 -3.5449
H 3.7158 0.5521 -2.1025
H 3.2526 1.1873 -3.6048
H 5.3447 -0.4370 -3.9098
H 4.0847 -0.4845 -5.0829
H 4.3138 -2.5023 -2.7104
H 3.5994 -2.8372 -4.2986
O -3.3707 2.3556 -5.9055
C -4.0118 1.7379 -5.0269
O -3.7491 1.9676 -3.6931
C -4.5501 1.1076 -2.8731
C -5.0055 0.0021 -3.7670
C -5.0427 0.6148 -5.1794
H -5.3919 1.6822 -2.4865
H -3.9543 0.7732 -2.0238
H -5.9769 -0.3891 -3.4646
H -4.3134 -0.8396 -3.7450
H -5.9659 1.1778 -5.3165
H -5.0342 -0.0223 -6.0637
O -4.9688 -9.3099 -0.6550
C -4.6691 -8.1770 -0.2346
O -4.9951 -7.9256 1.0449
C -4.6436 -6.5822 1.4356
C -4.4792 -5.7970 0.1137
C -4.1600 -6.8853 -0.8778
H -3.7332 -6.4988 2.0291
H -5.4918 -6.1383 1.9568
H -3.6017 -5.1615 0.2327
H -5.4381 -5.3452 -0.1403
H -3.0728 -6.9206 -0.8082
H -4.5398 -6.7859 -1.8947
O -2.0005 -1.7304 -2.6559
C -1.4352 -1.3453 -3.6292
O -1.2544 -0.0580 -3.9639
C -0.9172 0.1372 -5.3540
C -0.4701 -1.2769 -5.8320
C -0.9745 -2.2594 -4.7912
H -0.0969 0.8515 -5.4247
H -1.8027 0.4407 -5.9125
H 0.6184 -1.2752 -5.7735
H -0.7003 -1.5042 -6.8729
H -0.3183 -2.9525 -4.2648
H -1.8550 -2.8612 -5.0168
```

Löwdin population analysis, charges in e, atoms 1 to 6: O -0.01; C -0.56; N 0.23; C 0.01; H 0.06; H 0.08

Number 1: maximum force 0.1167 hartree/bohr. Number 2: maximum force 0.1090 hartree/bohr.